# 1
A gas-phase ion, C5H10NOS (charge +1), computed with ωB97M-V/def2-TZVPD.

Last column: Löwdin charge in e.
Positions of all 18 atoms, in Å:
O: 1.87998 1.31115 0.07495  0.18
H: -2.22884 0.90045 -2.69067  0.11
C: -2.00159 0.34884 -1.80996  0.01
H: 3.02945 -0.83365 1.34673  0.14
C: 2.02616 -1.36136 1.13506  -0.12
N: 0.89516 -0.54349 0.94716  -0.45
H: -0.50472 -1.69200 2.56928  -0.02
H: 1.86564 -1.90698 1.96105  0.03
H: -0.08220 1.40665 -1.96983  0.15
S: -0.51593 -1.47840 1.15173  0.90
H: -2.80941 0.45022 -1.21785  0.07
C: 0.97646 0.63877 0.42623  -0.51
H: -1.60012 -0.64715 -2.04558  0.15
H: -1.41133 0.88220 0.68572  0.08
C: -0.55711 1.17429 0.10305  -0.10
H: -0.37680 2.21890 0.39968  0.17
H: 2.29311 -1.97343 0.23819  0.13
C: -0.87791 1.10499 -1.30491  0.09

net charge = +1
gap between HOMO and LUMO = 7.19 eV


# 2
2 unconnected molecules or ions with the total composition C5H10NS, computed with ωB97M-V/def2-TZVPD.

Last column: Löwdin charge in e.
Positions of all 17 atoms, in Å:
C: 1.52835 -0.85604 -2.60009  -0.40
N: 2.64995 -0.25108 -2.91660  0.11
H: -2.10694 0.21135 2.00808  0.09
C: -0.78572 0.86607 0.41039  -0.32
H: 1.13331 -0.29299 0.63012  0.12
H: 0.19773 2.61436 1.47936  0.11
C: -1.66974 -0.18014 1.08973  -0.06
H: -2.50950 -0.50690 0.53467  0.06
H: 1.11435 0.64935 -0.93557  0.02
H: 2.81655 0.71289 -3.35199  0.19
H: 3.48236 -0.74879 -2.59626  0.14
H: -1.18557 -1.02988 1.39916  0.04
H: -1.31287 1.45466 -0.35788  0.13
S: -0.07448 -0.51326 -2.84191  1.01
H: -0.56180 -1.17112 -1.81388  -0.07
C: 0.73811 0.61171 0.11460  -0.19
C: 0.33713 1.61330 1.05073  0.01

net charge = +1
gap between HOMO and LUMO (spin up / spin down) = 4.08 / 7.83 eV


# 3
A gas-phase ion, C5H10NS4 (charge +1), computed with ωB97M-V/def2-TZVPD.

Last column: Löwdin charge in e.
Positions of all 20 atoms, in Å:
H: 0.84762 -3.60729 -0.79305  0.07
S: 2.05937 -0.97426 0.47988  0.84
H: -1.57159 1.38719 -1.05908  0.13
C: -0.39289 -2.00762 -0.27768  -0.68
H: -0.82986 -3.98831 -0.73521  0.07
H: -0.12521 -2.90289 -2.12075  0.13
H: -0.11275 0.68196 -1.16412  0.12
H: 2.32575 -1.13580 -0.91267  -0.04
S: 1.23946 2.53411 1.01663  0.77
S: -2.10503 -1.68139 -0.45881  0.67
H: -0.32279 2.44465 -1.49132  0.22
H: -0.10174 0.00362 2.10850  0.14
C: -0.31028 1.43852 0.53840  -0.63
N: -0.58035 1.54414 -0.94624  0.19
C: -0.11322 -3.25636 -1.03203  -0.10
C: 0.34382 -1.03886 0.28361  -0.75
H: -0.90979 2.24962 0.98028  0.08
H: 2.06482 1.84981 0.21511  -0.18
C: -0.46487 0.06101 1.02371  -0.73
S: -2.19912 -0.35461 1.18736  0.67

net charge = +1
SMILES = CC1=C(S)[C@@H]([C@H]([NH3+])S)SS1
gap between HOMO and LUMO = 8.30 eV


# 4
C5H10O in the gas phase, computed with ωB97M-V/def2-TZVPD.

Last column: Löwdin charge in e.
Positions of all 16 atoms, in Å:
C: 0.57294 0.43268 -0.29015  -0.15
H: 1.18232 -2.37720 1.61541  0.07
H: -1.96296 -0.91317 0.53415  0.07
H: 0.87580 1.17078 0.45290  0.13
H: -1.06971 -1.62033 1.94991  0.07
H: 1.65801 -0.76382 1.90723  0.08
H: -0.00505 -1.64716 -0.44933  0.13
C: -0.52962 1.03636 -1.14821  -0.27
H: -1.15058 0.11776 1.67333  0.08
C: 0.19901 -0.89882 0.32924  -0.45
C: 1.40426 -1.45387 1.09470  -0.09
C: -1.08861 -0.85279 1.18501  -0.07
H: 1.40497 0.32181 -0.99245  0.13
H: 2.27932 -1.50472 0.45203  0.08
O: -0.54163 2.15347 -1.58234  0.06
H: -1.34580 0.31600 -1.36033  0.12

SMILES = CC(C)CC=O
gap between HOMO and LUMO = 10.74 eV


Across the entries above, energy relative to the best compared isomer or geometry (same formula, charge and spin) takes the values 327.28 715.81 29.63 49.82 kJ/mol, respectively.